Record 1
ORCA calculation (ωB97M-V/def2-TZVPD) on an isolated molecule of C2H3NO2 in a non-equilibrium geometry.

Last columns: bonded neighbours and bond lengths (Å).
Geometry (Å):
1 C 0.886 -0.787 0.244  C2 1.582, N3 1.325, O4 1.191
2 C -0.219 -0.039 -0.606  C1 1.582, N3 1.491, O5 1.384, H6 1.098
3 N -0.163 -0.270 0.866  C1 1.325, C2 1.491, H7 1.009
4 O 1.980 -1.252 0.171  C1 1.191
5 O -0.184 1.253 -1.101  C2 1.384, H8 0.962
6 H -1.125 -0.576 -0.915  C2 1.098
7 H -0.445 -0.064 1.813  N3 1.009
8 H -0.728 1.735 -0.471  O5 0.962

Summary:
LUMO energy, eV: 0.6
HOMO level, eV: -9.60
SMILES string: O=C1N[C@H]1O


Record 2
ORCA calculation (ωB97M-V/def2-TZVPD) on an isolated molecule of C3H5N3 in a non-equilibrium geometry.

Last columns: bonded neighbours and bond lengths (Å).
Geometry (Å):
1 C -0.066 1.613 0.280  N2 1.450, H7 1.086, H8 1.092, H9 1.095
2 N 0.079 0.244 -0.176  C1 1.450, C3 1.363, N6 1.316
3 C 0.083 -0.836 0.655  N2 1.363, C4 1.384, H10 1.075
4 C -0.129 -1.890 -0.218  C3 1.384, N5 1.354, H11 1.083
5 N -0.213 -1.393 -1.475  C4 1.354, N6 1.306
6 N -0.075 -0.095 -1.439  N2 1.316, N5 1.306
7 H 0.546 2.269 -0.332  C1 1.086
8 H -1.121 1.880 0.184  C1 1.092
9 H 0.211 1.694 1.336  C1 1.095
10 H 0.950 -0.539 1.217  C3 1.075
11 H -0.265 -2.948 -0.033  C4 1.083

Summary:
LUMO energy, eV: 0.9
HOMO level, eV: -9.78
SMILES string: Cn1ccnn1